No. 1
ORCA calculation (ωB97M-V/def2-TZVPD) on 2 unconnected molecules or ions with the total composition C49H55F3N4O3S.

The HOMO energy is -6.559 eV.

CARTESIAN COORDINATES (ANGSTROEM)
S: 1.29056 3.54618 -2.33843
F: 6.69670 0.03743 0.46731
F: 6.23145 0.04924 -1.69032
F: 6.93750 -1.79852 -0.72307
O: 1.21681 4.53680 5.24438
O: 0.60749 2.75563 -3.33741
O: 2.68906 3.28772 -2.06253
N: -1.46189 -2.75567 -0.13469
N: -0.12235 -2.90463 -0.03733
N: -1.65446 -1.41866 -0.21708
N: 0.37665 3.46334 -0.89778
C: -5.11313 -1.09301 -1.50589
C: -0.07257 5.74294 -3.26040
C: 2.09061 -2.48255 3.29512
C: 1.03486 -4.19315 1.69696
C: -3.10275 -2.19391 -2.59032
C: 0.64456 -4.75172 -2.94694
C: 1.15645 -6.35764 -0.11597
C: 0.69371 2.93765 1.41811
C: -4.94783 0.09978 0.59239
C: 0.42700 -5.21863 -0.46202
C: -0.08083 4.05786 1.79416
C: 0.80594 2.58687 -0.00820
C: 2.10895 7.46010 -3.01367
C: -0.30248 -5.08976 -1.80510
C: 2.22423 6.13814 -2.59258
C: -2.91033 -0.12608 2.05789
C: 1.97032 -1.59105 -0.12565
C: 0.53395 -1.69952 -0.19432
C: 2.52252 -0.40188 0.39440
C: -2.68221 1.32068 2.48919
C: 1.53039 2.78826 3.69347
C: 1.14162 5.27181 -2.76482
C: -3.70481 -0.90020 3.11871
C: -0.31276 0.65069 -0.55751
C: -0.16224 -3.54064 3.82459
C: -3.60577 -0.26208 0.70691
C: 1.04841 5.93934 5.51240
C: 6.14438 -0.70113 -0.54177
C: 2.88350 -2.60433 -0.54665
C: -0.17797 7.07353 -3.66050
C: 0.45269 -4.13587 0.42097
C: 0.83444 9.34566 -4.09274
C: 1.76481 -5.33954 2.01380
C: 3.88225 -0.12767 0.32444
C: 1.82754 -6.40457 1.11031
C: -3.00549 -0.94138 -0.36441
C: -0.43568 -0.72764 -0.30819
C: 1.50319 2.31801 2.39606
C: -1.17661 -6.29903 -2.12463
C: 0.08447 4.64937 3.04789
C: 0.80112 -3.07990 2.72749
C: 4.71541 -1.07222 -0.26320
C: 4.23873 -2.31644 -0.66488
C: 0.92252 7.93580 -3.58341
C: -3.74877 -1.37172 -1.47387
C: -5.70798 -0.36585 -0.47362
C: -3.79748 -3.54323 -2.75988
C: 0.93184 4.03229 4.00974
C: -2.98082 -1.41269 -3.89286
H: 0.29608 -2.26891 2.18955
H: 0.08903 -4.61444 -3.88251
H: -3.86144 -1.93742 2.79925
H: -4.81723 -3.41300 -3.14668
H: -2.51177 -0.44182 -3.70187
H: 4.28885 0.81472 0.68682
H: 3.13302 5.76869 -2.12534
H: -4.68830 -0.43706 3.27305
H: -1.11009 -3.87517 3.38436
H: -0.92327 5.06847 -3.31879
H: -0.77549 4.48746 1.06450
H: -0.44206 5.57619 3.29050
H: -6.77647 -0.16135 -0.50592
H: -0.38624 -2.71602 4.51233
H: 2.68214 -3.22857 3.84334
H: -1.92704 -0.59708 1.95058
H: 1.80401 0.31414 0.78939
H: -3.17313 -0.91687 4.07624
H: 2.28620 -5.38772 2.97356
H: 1.67055 1.95024 -0.25784
H: 2.71447 -2.05803 2.49788
H: 1.37395 -5.55999 -3.08636
H: 2.05644 2.23882 4.47313
H: -1.88893 1.79050 1.89647
H: -5.71477 -1.43848 -2.34928
H: -0.00784 9.87603 -3.63599
H: 2.95559 8.14186 -2.91341
H: -3.85981 -4.04905 -1.78749
H: -2.36896 1.35329 3.54063
H: 2.43413 -7.27743 1.35372
H: -1.12590 7.44546 -4.05103
H: 1.50055 6.54651 4.71977
H: -2.35918 -1.95642 -4.61319
H: 0.34719 0.87366 -1.39745
H: 1.18772 -3.82526 -2.73199
H: -3.59540 1.92087 2.38261
H: 1.84535 -1.65649 3.97721
H: 0.26418 -4.37294 4.39880
H: -3.24194 -4.19861 -3.44492
H: 2.52545 -3.61402 -0.76926
H: -1.21015 1.24422 -0.37001
H: -0.01350 6.18525 5.62768
H: 2.12468 1.45934 2.13656
H: -5.40896 0.70440 1.37462
H: 1.75577 9.88515 -3.86075
H: -2.08604 -2.40809 -2.25400
H: -0.99341 -4.24996 -1.67748
H: -3.96312 -1.23405 -4.34486
H: 4.92896 -3.05898 -1.05864
H: -1.71516 -6.15137 -3.07013
H: 1.20445 -7.19562 -0.81859
H: -1.91695 -6.44571 -1.32937
H: 1.56576 6.11983 6.45630
H: -0.56751 -7.20636 -2.20996
H: 0.69617 9.38459 -5.17981

No. 2
ORCA calculation (ωB97M-V/def2-TZVPD) on 2 unconnected molecules or ions with the total composition CH7OS.

The HOMO energy is -16.487 eV. Its charge is +1.

CARTESIAN COORDINATES (ANGSTROEM)
S: 0.97348 -0.04012 0.55935
O: -1.61070 1.62116 0.73810
C: 0.81145 -1.37413 -0.67763
H: -1.90578 2.10707 1.52116
H: -2.39810 1.13461 0.45894
H: -0.11805 0.72523 0.20420
H: 0.51724 -2.27990 -0.16305
H: 1.85269 0.71845 -0.09040
H: 1.78733 -1.52567 -1.11849
H: 0.09043 -1.08669 -1.43219

No. 3
ORCA calculation (ωB97M-V/def2-TZVPD) on 2 unconnected molecules or ions with the total composition C4H8Cl2NO.

The HOMO energy is -13.352 eV. Its charge is +1.

CARTESIAN COORDINATES (ANGSTROEM)
Cl: 1.78488 2.06989 -0.24155
Cl: 1.38018 -2.28894 -0.28539
O: 1.94861 0.22117 1.51148
N: -1.17769 1.31900 -0.69439
C: -1.28331 0.00633 -0.62851
C: 1.72646 0.34239 0.13811
C: 1.41078 -0.62204 -0.72766
C: -1.33678 -0.66509 0.67483
H: -1.40419 1.89405 0.01124
H: -1.03959 1.66638 -1.60472
H: 1.10268 -0.37334 -1.67468
H: -1.26957 -0.63996 -1.49686
H: -0.57995 -1.43477 0.66797
H: -2.28288 -1.07793 1.02070
H: -1.07909 0.20357 1.44308
H: 2.09947 -0.62070 1.88635

No. 4
ORCA calculation (ωB97M-V/def2-TZVPD) on 12 unconnected molecules or ions with the total composition C32H53BCl16N3O8.

The expectation value of S² is 0.753. As for the spin multiplicity: 2. The HOMO energy (spin up / spin down) is 0.020 / -3.946 eV. Its charge is -2.

CARTESIAN COORDINATES (ANGSTROEM)
Cl: -15.49410 36.95408 6.21786
Cl: -19.63335 35.85837 17.65239
Cl: -11.26444 39.45291 12.40976
Cl: -13.84675 39.20972 8.70616
Cl: -16.36308 34.41605 8.38345
Cl: -14.94967 42.24422 9.87980
Cl: -14.20054 31.80864 8.21508
Cl: -11.44087 29.74687 12.47474
Cl: -21.81502 40.29855 10.51166
Cl: -19.29991 33.75729 12.41974
Cl: -13.19349 39.76788 14.86326
Cl: -9.97932 31.90033 10.73251
Cl: -20.73378 40.45230 13.78534
Cl: -19.65578 38.97734 18.84117
Cl: -21.90820 36.50131 10.41900
Cl: -14.96797 28.84869 11.11331
O: -12.59530 34.89166 14.06784
O: -17.82632 37.55110 10.70616
O: -16.87030 36.11826 13.69856
O: -16.10926 36.30019 11.51955
O: -14.39869 32.54902 13.39041
O: -15.79853 34.22165 12.72696
O: -18.75684 37.43648 13.47087
O: -14.45708 36.05925 13.32643
N: -9.72628 32.87652 16.69770
N: -11.63013 36.99279 7.13424
N: -11.24117 36.54662 17.68545
C: -12.30759 36.08630 17.64466
C: -11.81748 35.73576 10.60911
C: -21.15046 35.57332 11.74076
C: -14.69655 33.73963 13.26277
C: -20.23963 39.60439 11.23241
C: -12.14182 36.06708 7.65778
C: -13.65570 35.51674 17.58870
C: -19.64994 40.43228 12.35933
C: -20.65737 38.37016 17.50539
C: -17.34125 35.86340 7.89265
C: -13.93982 30.51301 9.34694
C: -17.72932 36.91733 13.04346
C: -17.24421 36.96761 11.63353
C: -15.10273 39.45890 9.98668
C: -12.00187 38.05810 13.18999
C: -16.39500 37.04432 7.73563
C: -15.13281 30.37661 10.25423
C: -11.27443 32.36348 11.93850
C: -12.19093 38.31124 14.65953
C: -16.20260 35.80399 17.48360
C: -14.88754 36.50714 17.83894
C: -9.33077 35.08641 15.38359
C: -14.78696 40.74064 10.81814
C: -7.78514 33.75191 13.86010
C: -20.10009 34.62878 11.09306
C: -12.93598 35.04155 9.83870
C: -7.97533 35.11337 14.61889
C: -13.78196 34.92902 13.63837
C: -11.24003 31.41236 13.11822
C: -19.84947 37.32571 16.66962
C: -12.72825 34.88388 8.30488
C: -9.57360 33.83057 16.11534
B: -15.78351 35.70915 12.82713
H: -22.00740 35.02216 12.12803
H: -18.87279 37.62966 16.29305
H: -16.99801 37.95178 7.70427
H: -16.99907 36.52390 17.67192
H: -19.56673 39.53572 10.37766
H: -15.05152 38.70654 10.77373
H: -10.82977 35.32247 10.40483
H: -12.25799 32.40611 11.47065
H: -12.60895 37.40939 15.10677
H: -11.20090 38.46956 15.08718
H: -10.11385 35.23071 14.63923
H: -15.20461 31.22934 10.92935
H: -10.24836 31.48973 13.56398
H: -13.83036 40.68751 11.33794
H: -13.84464 29.62612 8.72047
H: -14.91394 36.85638 18.87114
H: -20.48158 36.97397 15.85425
H: -11.92792 31.66297 13.92575
H: -15.62002 40.80502 11.51812
H: -6.79151 33.66114 13.42130
H: -13.13029 34.03136 10.19906
H: -15.71909 37.09080 8.58950
H: -13.70898 34.66957 18.27249
H: -13.66174 34.73002 7.76356
H: -19.41808 35.20191 10.46499
H: -7.77919 35.98076 13.98861
H: -9.34869 35.91206 16.09498
H: -16.31851 34.87726 18.04560
H: -11.35355 37.18600 13.10497
H: -20.53166 38.65013 11.67080
H: -17.86923 35.61098 6.97308
H: -20.94637 39.26950 16.96154
H: -11.97753 35.56812 11.67419
H: -11.84611 36.81885 10.48999
H: -16.10167 39.42332 9.55200
H: -12.09971 34.02896 8.05557
H: -13.00697 30.65341 9.89299
H: -21.57860 37.97993 17.93799
H: -12.94674 37.85284 12.68681
H: -18.68826 40.03705 12.68654
H: -19.49639 41.43114 11.95092
H: -18.11317 35.99527 8.65084
H: -13.68786 35.11534 16.57581
H: -16.23624 35.56183 16.42137
H: -20.66737 33.86427 10.56219
H: -16.09438 30.35516 9.74137
H: -20.70499 36.14366 12.55584
H: -8.52157 33.42390 13.12649
H: -11.02630 33.40038 12.16514
H: -7.22731 35.24993 15.39987
H: -14.81922 37.39088 17.20456
H: -7.81721 32.96894 14.61774
H: -13.85852 35.59171 10.02404

No. 5
ORCA calculation (ωB97M-V/def2-TZVPD) on 25 unconnected molecules or ions with the total composition H50O25.

The HOMO energy is -10.996 eV.

CARTESIAN COORDINATES (ANGSTROEM)
O: 11.43063 12.33046 5.40817
O: 12.70514 11.57458 11.16579
O: 7.82956 6.77025 11.31686
O: 12.40564 8.54929 9.67312
O: 11.42895 8.67337 12.66400
O: 11.72652 8.13258 6.05810
O: 11.91649 14.27948 7.63910
O: 15.88228 11.49263 7.58231
O: 9.62950 10.98591 12.80514
O: 7.86125 12.67679 14.14842
O: 11.51172 5.06146 9.99944
O: 10.50233 10.75385 8.26282
O: 7.13493 11.66799 9.81117
O: 9.73289 14.76633 9.34188
O: 12.90635 10.64200 7.32286
O: 8.18717 5.80018 8.86218
O: 7.19140 9.41233 11.66102
O: 7.22482 14.01432 11.52659
O: 14.26261 13.28164 9.46690
O: 13.76116 13.72784 13.89242
O: 9.55785 7.66314 7.46267
O: 6.63609 11.83508 7.11316
O: 10.10404 12.39337 10.31472
O: 8.92403 10.81151 5.89258
O: 6.54366 15.28513 9.12546
H: 12.15308 5.76686 9.96467
H: 9.12510 8.47334 7.78549
H: 7.61453 6.05867 11.92368
H: 10.63297 11.82161 5.50745
H: 12.56094 10.62813 11.32216
H: 8.46525 11.96670 13.88094
H: 7.79620 4.90447 8.85947
H: 15.52208 12.33406 7.89014
H: 7.24358 7.52750 11.48176
H: 8.14457 11.27668 6.36946
H: 8.08836 9.62883 11.96416
H: 7.29348 15.85780 9.26800
H: 7.98941 6.19286 9.76510
H: 7.53359 13.89421 12.44560
H: 9.03427 14.85766 8.68336
H: 8.02920 14.21762 11.03108
H: 8.49999 10.36248 5.17188
H: 12.04551 11.68660 5.73385
H: 16.50637 11.83577 6.92852
H: 10.68426 5.44312 9.61081
H: 11.09508 7.90222 6.75396
H: 11.58270 7.80822 12.98438
H: 10.25732 11.93961 9.45108
H: 6.42123 14.82558 9.95045
H: 13.98800 14.31565 13.20079
H: 11.54636 8.57632 11.69092
H: 15.08711 13.69774 9.69108
H: 13.74480 12.86770 13.42425
H: 6.83299 12.31446 10.48995
H: 6.41528 12.75108 6.97274
H: 12.69564 9.91474 6.67323
H: 11.35454 10.71220 7.82843
H: 12.79934 14.17582 7.93457
H: 9.80543 10.75109 7.53471
H: 10.57384 14.83810 8.82490
H: 8.05293 11.91604 9.62163
H: 10.24947 10.19704 12.77739
H: 7.04913 9.93231 10.86823
H: 13.82256 10.89104 7.14788
H: 11.93088 14.09612 6.71173
H: 7.01134 12.24899 14.13499
H: 13.30192 8.80232 9.46613
H: 9.98547 13.33882 10.11884
H: 11.18301 8.28552 5.31831
H: 6.63074 11.70397 8.09397
H: 13.97584 12.70745 10.20823
H: 9.95990 11.68600 12.19446
H: 11.88836 9.21623 9.20199
H: 11.85565 11.97870 10.98452
H: 9.01055 6.89242 7.76752

No. 6
ORCA calculation (ωB97M-V/def2-TZVPD) on 2 unconnected molecules or ions with the total composition C4H10N3O.

The HOMO energy is -11.953 eV. Its charge is +1.

CARTESIAN COORDINATES (ANGSTROEM)
O: -2.75450 -1.21728 0.76464
N: -2.42238 0.53465 -0.88072
N: -0.09953 -0.19712 0.65264
N: 0.31566 -1.26005 1.60027
C: 0.65588 -0.12240 -0.47143
C: 1.01895 1.26624 -0.92412
C: 2.09124 0.41624 -0.25003
C: -2.45585 -0.37481 0.02012
H: 0.55213 -0.84269 -1.14963
H: -0.41894 -1.59702 2.19439
H: 1.05538 -1.00682 2.13169
H: 2.31819 0.70152 0.70504
H: -3.30354 0.88517 -1.20442
H: 0.66596 -2.10143 1.02500
H: -1.66347 1.12126 -1.06070
H: 0.96065 1.53806 -2.02878
H: 0.54885 2.13888 -0.24702
H: 2.93533 0.11760 -0.87696

No. 7
ORCA calculation (ωB97M-V/def2-TZVPD) on a molecular structure, C3H5FN2S.

The HOMO energy is -8.467 eV.

CARTESIAN COORDINATES (ANGSTROEM)
S: 3.50175 -0.56284 0.03998
F: 0.23495 -1.60826 -0.41979
N: -2.35821 -0.26654 0.08978
N: 2.45336 0.99963 -0.25305
C: 1.21144 0.87013 -0.05178
C: 0.04028 -0.17792 -0.04032
C: -1.16408 0.31802 0.03283
H: -1.35314 1.45280 -0.21015
H: -2.61059 -1.50237 0.55215
H: 0.54417 1.91264 -0.26702
H: 2.63024 -1.52437 0.77040
H: -3.13015 0.08909 -0.24303

No. 8
ORCA calculation (ωB97M-V/def2-TZVPD) on 7 unconnected molecules or ions with the total composition C7H28O7.

The HOMO energy is -9.750 eV.

CARTESIAN COORDINATES (ANGSTROEM)
O: -24.38300 2.24500 6.66900
O: -27.93700 2.30800 5.41700
O: -29.01200 5.43900 2.27300
O: -24.87800 4.90600 6.51300
O: -27.39900 -0.27000 5.88300
O: -26.06000 3.60000 9.58200
O: -27.17000 0.57900 1.49300
C: -24.40600 1.79900 5.38400
C: -26.88200 -0.23700 7.18400
C: -26.73500 4.83100 9.29700
C: -28.58500 4.61500 3.33400
C: -27.89200 3.14700 6.53700
C: -27.97800 0.09500 2.58900
C: -25.56600 5.13600 5.37100
H: -28.14200 0.81300 3.38800
H: -25.97800 5.65100 9.36300
H: -27.81200 1.41800 5.66300
H: -27.72700 -0.32200 7.88700
H: -26.41100 0.68800 7.30000
H: -24.97100 5.58500 4.58600
H: -27.11100 4.86000 8.28500
H: -28.48200 2.75900 7.40500
H: -27.19800 -1.17500 5.55600
H: -27.49900 -0.81300 3.00700
H: -24.71600 5.73200 6.96900
H: -25.24200 3.57400 9.10200
H: -26.37000 5.80900 5.48900
H: -23.81000 0.91000 5.20700
H: -26.34000 1.03500 1.80000
H: -28.13100 4.14200 6.25900
H: -28.94000 3.55600 3.18200
H: -29.05100 4.95300 4.27600
H: -24.49200 3.19200 6.70200
H: -25.42300 1.68900 4.94500
H: -26.83100 3.13200 6.81600
H: -26.12800 -1.02200 7.31400
H: -28.98800 -0.16600 2.25600
H: -25.93800 4.19100 4.94500
H: -27.57400 4.97300 9.90800
H: -28.60000 6.29500 2.39600
H: -23.81600 2.50500 4.77600
H: -27.49400 4.62900 3.39800

No. 9
ORCA calculation (ωB97M-V/def2-TZVPD) on C3H5IN2 in the gas phase.

The HOMO energy is -9.412 eV.

CARTESIAN COORDINATES (ANGSTROEM)
I: 3.02396 1.24426 -1.92063
N: 2.02314 -2.41559 -1.16387
N: 1.04588 0.78398 -1.61056
C: 1.51901 -1.46993 -0.77791
C: -0.44392 -0.41733 0.17502
C: 0.99544 -0.23274 -0.21158
H: -0.61525 -1.09977 1.05735
H: -0.86891 0.47455 0.21882
H: 1.56938 0.05529 0.55939
H: -1.10588 -0.91679 -0.61159
H: 0.50643 1.55610 -1.21863

No. 10
ORCA calculation (ωB97M-V/def2-TZVPD) on C6H15NO in the gas phase.

The HOMO energy is -9.198 eV.

CARTESIAN COORDINATES (ANGSTROEM)
O: 1.37359 -0.68875 0.46065
N: 0.14928 -0.26717 -1.63514
C: 2.70998 -0.32312 0.28834
C: -1.16162 -1.72925 0.61787
C: 0.22290 0.21447 -0.30825
C: -2.14710 0.62452 0.23522
C: 0.55663 1.69707 -0.28222
C: -0.79524 -0.25622 0.68663
H: 2.95597 0.57427 0.88099
H: -2.92832 0.26305 0.90030
H: 0.60349 2.06688 0.73823
H: 1.52119 1.84595 -0.76320
H: -0.26596 -2.34514 0.63060
H: -1.72074 -1.95770 -0.29007
H: -0.17195 2.27195 -0.84898
H: -1.76950 -1.99958 1.47880
H: -0.35007 0.33275 -2.27431
H: -2.04222 1.69065 0.41406
H: -0.52741 0.08407 1.68439
H: 3.33862 -1.14309 0.65063
H: -2.43300 0.42250 -0.79486
H: -0.04062 -1.25808 -1.69892
H: 2.92210 -0.12003 -0.77077

No. 11
ORCA calculation (ωB97M-V/def2-TZVPD) on C4H7NS2 in the gas phase.

The HOMO energy (spin up / spin down) is -7.799 / -8.338 eV.

CARTESIAN COORDINATES (ANGSTROEM)
S: -2.72387 1.05540 -0.08126
S: -1.44630 -0.40023 0.37982
N: 0.00338 -0.22063 0.91040
C: 2.40648 0.30344 0.72796
C: -1.62296 -1.82281 -0.60186
C: 0.75856 1.43993 -0.73769
C: 1.07408 0.54142 0.32879
H: -2.20560 -2.71972 -0.33828
H: 1.41676 1.96177 -1.38565
H: -1.16062 -1.39833 -1.45748
H: -1.91427 -0.82372 1.66842
H: -0.29474 1.52689 -1.05341
H: 2.62596 -0.25921 1.58745
H: 3.08314 0.81580 0.05280

No. 12
ORCA calculation (ωB97M-V/def2-TZVPD) on Br2HOPS in the gas phase.

The HOMO energy is -10.115 eV.

CARTESIAN COORDINATES (ANGSTROEM)
Br: -1.24208 1.54142 -1.25066
Br: -0.16718 -2.02126 -1.31127
S: -0.93400 -0.74749 1.93753
P: -0.10851 -0.27741 0.20862
O: 1.32467 0.30979 0.04970
H: 1.12710 1.19495 0.36608